Below is an isolated molecule of C17H15ClN4OS, with properties calculated with ωB97M-V/def2-TZVPD.

```
! wB97M-V def2-TZVPD RIJCOSX def2/J DEFGRID3
* xyz 0 1
H 5.53 -0.77 2.66
C -1.79 -0.54 -4.89
C -1.27 -0.82 -0.13
C -2.78 1.03 1.30
N 1.19 0.14 2.36
C -3.32 0.39 0.19
C -0.68 0.87 -2.78
S 3.64 -1.05 0.40
H -1.65 2.60 -3.62
C 0.33 -1.22 -1.83
H -2.22 -1.08 -5.72
C 2.95 0.23 3.96
Cl -3.00 1.64 -5.92
H -1.05 1.22 2.56
H 2.68 1.06 5.87
C -2.01 0.82 -4.76
C 3.54 -0.59 1.98
N 2.47 -0.11 2.71
H 0.85 -2.09 -2.24
N 4.58 -0.51 2.85
H 1.54 1.65 4.63
H -0.84 -2.25 -4.04
H 1.33 0.04 5.31
H -0.25 1.43 -1.95
C -2.57 -0.53 -0.52
O -0.54 -1.76 -0.83
H -4.33 0.60 -0.12
H 1.13 -1.30 0.86
C 2.07 0.78 5.01
C -1.49 0.74 1.70
H -2.98 -1.03 -1.38
C -1.46 1.54 -3.71
C -1.01 -1.19 -3.95
N 4.21 -0.01 4.05
C -0.44 -0.49 -2.89
H 1.07 -0.54 -1.37
H -3.37 1.75 1.85
C 0.64 -0.50 1.40
C -0.71 -0.18 1.00
*
```

Properties
energy relative to the best compared isomer or geometry (same formula, charge and spin)	46.4	kcal per mole
SMILES string	Cc1n[nH]c(=S)n1/N=C/c1ccccc1OCc1ccc(Cl)cc1
highest occupied orbital energy	-8.1	eV



Below is a cluster of 2 separate species, C17H15F13NO in total, with properties calculated with ωB97M-V/def2-TZVPD.

```
! wB97M-V def2-TZVPD RIJCOSX def2/J DEFGRID3
* xyz 1 1
C -0.10 0.74 1.64
H -5.01 2.32 1.67
C 2.36 0.94 3.17
F 2.42 0.06 5.55
H -3.47 0.92 0.56
F 2.97 -0.85 -3.66
F -1.59 -1.63 -2.98
C 0.34 2.17 0.93
H -2.64 3.19 1.56
H 3.78 2.88 2.75
F 1.73 -2.45 -1.98
F -1.42 -0.73 -0.06
H -4.04 -1.04 2.90
C -2.78 2.25 2.28
F 4.52 0.97 4.67
C 1.71 3.01 1.31
F 3.62 -1.21 3.91
H 0.21 -1.54 -1.08
F 4.01 -3.08 -4.91
H 2.02 4.04 0.84
C -3.89 0.08 2.58
C 0.39 -2.29 -1.85
H -5.45 0.69 3.97
H -0.37 2.67 0.13
F -0.11 -3.48 -1.41
H 0.42 -1.42 -5.68
H 2.38 -3.09 -6.04
C 2.69 -2.78 -5.04
F 2.03 -3.53 -4.13
F 3.16 -0.61 -5.81
C 0.96 0.11 2.77
O 0.28 -0.68 -3.72
H -4.76 3.29 3.25
H 0.74 -0.93 3.31
H 1.01 0.18 -5.37
C -0.27 -1.88 -3.18
C -1.49 -0.09 1.31
C 2.46 -1.28 -4.84
C -4.38 2.34 2.68
C -2.85 0.79 1.54
N -4.73 0.96 3.24
C 0.99 -0.83 -4.95
C 2.75 2.37 2.43
C 3.30 0.20 4.33
H -2.15 2.37 3.27
F -0.21 -2.85 -4.12
F -1.57 -1.26 2.26
*
```

Properties
highest occupied orbital energy	-12.1	eV



Below is a structure of composition C17H15F3LuN8O4S3, with properties calculated with ωB97M-V/def2-TZVPD.

```
! wB97M-V def2-TZVPD RIJCOSX def2/J DEFGRID3
* xyz -1 1
N -3.95 -0.35 3.48
C -3.51 -1.47 2.91
S 0.56 2.30 1.62
H -3.20 2.76 3.55
C 4.52 1.95 1.94
H -2.08 -2.42 1.60
H 5.61 0.07 1.97
S -0.43 -2.79 -0.34
C -1.54 1.08 -2.32
Lu 0.19 -0.25 0.07
H 5.40 2.57 2.01
C 0.64 3.68 -1.87
O -2.23 1.92 -2.85
F -1.43 -0.66 -4.09
C 1.76 -4.37 -0.05
S 2.34 -1.79 -0.69
H 0.92 4.73 -1.87
N -3.78 1.95 3.65
H 3.53 -1.29 1.84
H 3.13 3.58 1.86
N 4.24 -4.86 0.30
C 3.12 -4.62 0.12
H 1.97 3.14 -3.42
C 4.65 0.56 1.93
C -2.30 0.76 2.17
N -1.84 -0.36 1.65
N 1.69 2.89 -2.49
H -4.04 -2.37 3.19
F 0.14 -0.68 -2.59
C 2.01 1.66 -2.02
C 3.27 2.51 1.86
O 1.23 -0.43 1.81
F 0.12 0.83 -4.13
O -1.32 0.82 -1.12
H 3.17 1.15 -3.66
H -1.85 1.69 1.85
C -3.34 0.78 3.12
C 2.13 1.70 1.77
H -0.32 3.55 -2.38
C -2.45 -1.50 2.02
N 0.28 -6.43 0.24
O 1.55 1.23 -0.96
H 0.52 3.34 -0.84
N 2.29 0.34 1.81
C -0.70 0.13 -3.31
C 3.51 -0.21 1.86
C 0.92 -5.48 0.12
N 2.94 0.95 -2.70
H 3.08 0.00 -2.38
C 1.28 -3.10 -0.33
H -4.38 1.89 4.45
*
```

Properties
energy relative to the best compared isomer or geometry (same formula, charge and spin)	24.6	kcal per mole
highest occupied orbital energy	-4.9	eV



Below is a structure of composition C17H15HgIN2SSbSe4, with properties calculated with ωB97M-V/def2-TZVPD.

```
! wB97M-V def2-TZVPD RIJCOSX def2/J DEFGRID3
* xyz -2 2
C -3.76 0.76 0.53
H 1.54 1.75 3.85
H 1.18 3.95 2.79
H -4.32 2.77 0.03
H 2.58 -0.11 2.55
C 2.25 -0.45 -1.36
H -0.87 -1.70 -1.66
H -2.88 -1.17 0.99
H 0.84 -1.25 0.05
N -1.44 0.28 0.68
Hg 0.17 -2.27 2.41
Sb -3.51 -5.19 0.31
C -1.19 1.55 0.37
I -5.72 0.06 0.68
H -0.14 1.83 0.31
Se -1.71 -3.46 0.47
S 3.53 -0.25 -0.12
C 1.99 3.34 0.89
H -0.41 -1.14 -4.04
C 2.53 -0.15 -2.69
H 1.76 -0.16 -4.69
C -3.51 2.08 0.21
C -2.18 2.49 0.13
Se -2.94 -7.28 -0.80
C 2.76 1.08 0.80
H 2.79 2.43 -0.88
C 1.85 1.92 2.83
C 2.54 2.30 0.17
H -1.92 3.51 -0.13
C 0.34 -0.93 -3.28
H 1.81 4.29 0.41
C 1.64 3.15 2.23
C -2.71 -0.12 0.76
H 4.22 -2.09 0.60
Se -4.35 -3.38 -1.21
H 3.50 0.26 -2.96
C 1.56 -0.38 -3.65
C 2.43 0.87 2.12
C 0.07 -1.24 -1.95
N 3.45 -1.48 0.88
C 1.03 -1.00 -0.99
Se -4.80 -5.45 2.36
*
```

Properties
<S²>	0.7607
energy relative to the best compared isomer or geometry (same formula, charge and spin)	0.0	kcal per mole
highest occupied orbital energy (spin up / spin down)	-1.1 / -1.2	eV



Below is a structure of composition C17H15I2N6O2S2V, with properties calculated with ωB97M-V/def2-TZVPD.

```
! wB97M-V def2-TZVPD RIJCOSX def2/J DEFGRID3
* xyz 1 4
H 1.68 -0.64 -2.41
C 3.00 -3.09 -0.37
H -0.27 2.60 -3.54
O 0.06 0.94 -1.39
H 2.21 0.46 -3.64
C -3.47 2.21 0.65
H 4.50 2.58 1.11
C 2.22 -1.99 -0.04
N 1.63 0.27 -2.85
C -4.22 -0.73 -0.10
C 2.69 1.44 0.83
N -1.40 1.33 1.15
C 4.40 -3.04 -0.32
H 2.03 2.28 1.00
C 0.70 2.51 -3.06
H -1.85 -4.15 -1.03
C 4.08 1.61 0.89
H -4.48 2.31 0.28
H 0.43 2.35 2.64
C -1.25 2.56 1.56
N -0.09 3.04 2.11
H 5.97 0.62 0.70
H 0.77 3.30 -2.31
H -0.17 3.93 2.58
S -2.64 3.55 1.33
V 0.01 -0.23 0.32
C 0.78 1.18 -2.37
H 4.96 -3.94 -0.57
C 4.33 -0.72 0.34
C 4.90 0.53 0.66
N 2.12 0.28 0.57
I 2.05 -4.85 -0.96
C 5.06 -1.90 0.03
N -1.94 -1.09 0.02
I 7.15 -1.91 0.08
O 0.92 -1.97 -0.10
C -3.00 -0.22 0.18
C 2.91 -0.79 0.31
C -2.67 1.12 0.65
H -0.52 -3.15 -0.51
S -4.06 -2.38 -0.61
C -2.34 -2.28 -0.39
H -5.19 -0.27 -0.03
H 1.48 2.64 -3.80
N -1.52 -3.31 -0.60
*
```

Properties
<S²>	3.7571
energy relative to the best compared isomer or geometry (same formula, charge and spin)	0.0	kcal per mole
highest occupied orbital energy (spin up / spin down)	-10.0 / -10.3	eV



Below is a structure of composition C17H15MnN2O8S, with properties calculated with ωB97M-V/def2-TZVPD.

```
! wB97M-V def2-TZVPD RIJCOSX def2/J DEFGRID3
* xyz 0 5
H -1.43 5.10 -3.33
O -0.99 2.70 1.07
H -3.43 -0.91 2.21
H -1.64 4.11 -1.05
C 0.10 4.18 -5.39
C 2.32 -4.81 3.34
C 0.69 2.48 -3.65
C -2.06 -1.75 0.77
H 2.54 -5.76 3.79
C -0.02 3.62 -4.00
H -1.79 -0.22 2.30
O -2.84 -2.56 0.31
H 0.10 5.27 -5.37
O 0.25 -0.63 2.98
Mn 0.95 -0.95 1.23
C -1.00 3.67 -1.80
H -1.67 0.02 -0.83
C 3.01 -2.59 0.25
O 3.90 -3.05 -0.42
C -2.98 0.56 0.68
H 3.57 -5.10 1.60
H -3.89 0.30 0.14
O 0.53 0.87 0.41
O -0.80 -1.73 0.55
C 0.22 -1.61 3.83
H -3.13 1.49 1.23
H 1.09 1.04 -2.08
C 1.16 -2.72 3.37
N -1.95 0.84 -0.32
O 2.32 -1.53 0.02
H 1.01 3.84 -5.88
O -0.45 -1.68 4.83
H 1.33 2.01 -4.38
H 0.95 -4.19 4.91
C 2.89 -4.45 2.13
C 2.56 -3.23 1.57
C 0.55 1.92 -2.38
H -0.76 3.86 -5.98
S -0.62 1.74 0.09
C -2.58 -0.57 1.63
N 1.70 -2.40 2.18
C -0.86 4.22 -3.06
C -0.29 2.53 -1.48
C 1.43 -3.94 3.98
*
```

Properties
<S²>	6.0466
highest occupied orbital energy (spin up / spin down)	-9.2 / -9.2	eV



no.,electronic energy (Eh)
1,-1809.4334
2,-2084.3266
3,-4125.8445
4,-11461.6431
5,-3471.6020
6,-2917.5460